Computed, not measured: C9H15F12N7O18S4Zn as an isolated structure at a distorted geometry, with the ωB97M-V functional and the def2-TZVPD basis.

The geometry in XYZ format:
```
66
Properties=species:S:1:pos:R:3:forces:R:3:lowdin_charge:R:1
Zn 0.66108 -0.43810 0.15951 0.10 -0.49 0.63 0.78
C 1.62021 -4.40656 -0.60715 0.95 -0.68 0.00 -0.72
F 1.46180 -5.18569 0.43849 -0.57 -1.56 0.43 0.16
F 2.67971 -3.69663 -0.29896 0.61 1.27 -0.50 0.16
F 1.86743 -5.08994 -1.72269 -0.12 -0.07 0.31 0.16
S 0.08333 -3.48503 -0.78545 -2.77 1.89 -0.72 0.65
O -0.74774 -4.10659 -1.77697 0.85 -0.37 0.73 -0.26
O -0.43036 -3.29574 0.55371 0.53 -0.28 -1.32 -0.27
N 0.58434 -2.02152 -1.34888 0.17 0.74 -0.01 -0.31
S 0.64187 -1.57066 -2.93352 -0.14 -0.20 -0.51 0.66
O 0.12408 -2.52415 -3.87854 0.54 0.26 0.90 -0.26
O 0.24812 -0.19718 -3.13436 -0.15 -0.71 0.70 -0.27
C 2.48073 -1.47146 -3.15792 0.28 -0.16 -1.28 -0.66
F 3.00215 -2.69902 -3.15817 -0.01 0.13 0.55 0.14
F 2.76410 -0.94120 -4.36082 -0.43 -0.03 0.39 0.14
F 3.04665 -0.70090 -2.24039 -0.07 -0.29 0.25 0.14
C 1.25803 3.77162 0.93161 1.13 1.20 1.11 -0.69
F 2.08259 3.47073 -0.03301 0.21 -0.91 -1.32 0.17
F 1.94761 4.56256 1.71999 0.52 0.94 1.15 0.15
F 0.26924 4.52971 0.44446 -0.70 -0.74 -0.20 0.14
S 0.74394 2.34720 2.02346 1.27 -1.58 0.89 0.61
O 0.96863 2.74722 3.38007 -0.14 0.28 -0.74 -0.24
O -0.58414 2.11581 1.57277 -1.27 -0.51 -0.68 -0.30
N 1.65446 1.02090 1.66189 -0.58 1.72 -0.08 -0.30
S 3.15830 0.90839 2.35051 -1.80 0.07 0.58 0.62
O 3.78597 2.11570 2.76929 -0.24 0.15 -0.61 -0.22
O 3.12805 -0.20020 3.24003 0.26 -0.63 0.55 -0.25
C 3.94962 0.26515 0.88306 2.15 0.93 0.20 -0.64
F 5.25085 0.09614 1.23099 -0.70 -0.37 -0.54 0.13
F 3.40395 -0.93345 0.62720 0.53 0.95 -1.19 0.11
F 3.94360 1.18721 -0.11413 -0.48 -1.69 0.45 0.13
C -2.43111 4.91182 2.31235 1.45 -0.66 0.87 0.04
N -3.64847 4.15570 2.12537 -1.32 -1.34 -1.24 -0.45
O -4.46070 4.63443 1.35290 -0.08 0.32 0.18 0.06
O -3.79331 3.05115 2.61528 0.41 0.18 0.57 0.05
H -1.57319 4.21674 2.43746 -0.77 0.34 -0.26 0.08
H -2.52735 5.42961 3.26145 -0.05 0.50 -0.17 0.11
H -2.36956 5.50266 1.41919 0.35 0.66 0.09 0.10
C -3.50982 0.57194 0.36172 1.58 -0.63 0.20 0.11
N -2.20551 -0.16398 0.64375 -0.01 -0.43 -0.98 -0.36
O -1.32075 -0.07355 -0.24027 -0.27 0.56 0.30 -0.07
O -2.04986 -0.82302 1.61559 -0.31 0.17 0.48 0.15
H -3.31506 1.51547 0.86896 -0.46 0.11 0.06 0.08
H -4.25606 -0.05292 0.86251 -0.09 0.49 -0.49 0.12
H -3.51493 0.68371 -0.73190 -0.54 -0.21 0.58 0.10
C -0.57603 2.55723 -1.98776 1.26 -0.90 -0.82 0.09
N 0.82241 2.02373 -1.91174 0.05 -1.38 0.95 -0.39
O 1.08223 1.19146 -1.00402 -0.06 1.09 -0.90 -0.10
O 1.63660 2.37893 -2.69078 0.38 0.24 -0.35 0.17
H -0.78987 2.75294 -0.94118 -0.68 0.33 -0.25 0.08
H -1.11131 1.68005 -2.41927 0.00 0.84 0.44 0.11
H -0.43390 3.38024 -2.71071 -0.79 -0.20 0.72 0.12
C -3.19016 -2.96888 -3.66605 2.51 1.38 0.75 0.07
N -3.64341 -1.96919 -2.66862 0.36 0.36 0.69 -0.41
O -3.14149 -2.06614 -1.54955 -0.59 0.44 -0.66 0.04
O -4.44242 -1.10860 -3.01060 0.54 -0.55 0.32 0.06
H -2.27605 -2.53766 -4.17429 -1.16 -0.36 0.46 0.12
H -3.98537 -3.11299 -4.29860 -1.62 -0.52 -1.64 0.07
H -2.85574 -3.81235 -3.10518 0.03 -0.65 0.19 0.08
C 1.50102 -3.12993 3.67461 0.23 2.03 -0.96 0.12
N 0.95617 -1.99459 2.80574 0.29 -0.27 0.21 -0.39
O 0.21510 -1.18000 3.24429 -0.68 0.33 0.76 0.12
O 1.37043 -1.95950 1.65224 0.36 0.08 -0.62 -0.08
H 2.38346 -2.61845 4.13796 -0.60 -0.94 -0.32 0.12
H 1.69005 -3.87422 2.91623 0.46 -0.48 0.39 0.09
H 0.71576 -3.36616 4.36683 -0.12 -0.17 0.35 0.10
```
Positions in Å, forces in eV/Å.

Results
Total energy (a.u.): -6659.534392
Frontier orbital gap (eV): 10.060
Highest occupied orbital energy (eV): -10.94
LUMO (eV): -0.8786
Strongest force on any atom (eV/A): 3.429